# 1
A structure of composition C19H20Cl2NOP2Pd. Source: OMol25; level of theory: ωB97M-V with the def2-TZVPD basis set.

Properties
Strongest force on any atom = 0.1 eV/Å
⟨S²⟩ = 6.03
Calculated total energy = -2595.91992 Ha
Energy above the lowest of the compared OMol25 structures with the same formula, charge and spin = 0.0000 eV
HOMO energy (alpha / beta) = -16.51 / -17.54 eV
Molar mass = 517.649 g/mol
LUMO energy (alpha / beta) = -10.4 / -14.2 eV
Gap between HOMO and LUMO (alpha / beta) = 6.123 / 3.367 eV

The geometry in ORCA input format:
```
! wB97M-V def2-TZVPD RIJCOSX def2/J DEFGRID3
* xyz 3 5
Pd 0.30 -0.03 0.65
Cl 1.47 3.32 -3.17
C 2.29 3.08 -1.76
C 3.48 3.87 -1.51
C 4.22 3.72 -0.32
Cl 5.57 4.68 -0.13
C 3.81 2.77 0.66
C 4.52 2.57 1.87
C 4.06 1.64 2.75
C 2.91 0.90 2.43
N 2.22 1.07 1.30
C 2.66 1.98 0.43
C 1.84 2.11 -0.80
O 0.84 1.42 -0.99
H 3.79 4.60 -2.25
H 5.41 3.15 2.09
H 4.57 1.45 3.69
H 2.53 0.16 3.12
C -2.68 1.68 -0.01
P -2.08 0.15 0.75
C -2.75 0.09 2.43
C -2.77 -1.23 -0.17
C -4.16 -1.36 -0.30
C -4.69 -2.43 -1.00
C -3.86 -3.38 -1.58
C -2.48 -3.26 -1.46
C -1.93 -2.18 -0.76
P -0.14 -2.04 -0.58
C 0.58 -2.08 -2.23
C 0.44 -3.51 0.30
H -3.77 1.67 -0.04
H -2.29 1.76 -1.03
H -2.35 2.54 0.58
H -3.84 0.12 2.38
H -2.40 0.94 3.01
H -2.46 -0.83 2.92
H -4.82 -0.63 0.15
H -5.77 -2.53 -1.09
H -4.28 -4.21 -2.12
H -1.84 -4.01 -1.91
H 0.26 -2.99 -2.75
H 1.67 -2.09 -2.16
H 0.25 -1.22 -2.81
H 0.13 -4.40 -0.25
H 0.00 -3.55 1.30
H 1.53 -3.50 0.38
*
```

=====

# 2
A cluster of 4 separate species, C25H43NO14 in total at a distorted geometry. Source: OMol25; level of theory: ωB97M-V with the def2-TZVPD basis set.

Properties
Strongest force on any atom = 2.1 eV/Å
Calculated total energy = -2086.46935 Ha
Energy above the lowest of the compared OMol25 structures with the same formula, charge and spin = 1.3796 eV
HOMO energy = -8.90 eV
Molar mass = 581.612 g/mol
LUMO energy = 0.5 eV
Gap between HOMO and LUMO = 9.352 eV

The geometry in ORCA input format:
```
! wB97M-V def2-TZVPD RIJCOSX def2/J DEFGRID3
* xyz 0 1
C 7.14 -2.16 -0.86
O 6.93 -1.56 -2.13
C 5.55 -1.48 -2.49
C 4.91 -0.29 -1.83
C 3.40 -0.19 -2.08
C 2.90 1.22 -2.45
C 2.04 1.88 -1.37
C 0.79 1.10 -0.99
C -0.24 2.03 -0.32
C -1.23 2.65 -1.32
C -2.71 2.36 -0.99
C -3.17 1.08 -1.64
O -3.65 1.34 -2.98
C -4.29 0.24 -3.45
O -3.71 -0.70 -3.97
O -5.63 0.35 -3.33
C -6.28 -0.82 -2.88
C -6.55 -0.79 -1.37
O -7.04 0.21 -0.87
N -6.22 -1.92 -0.57
C -4.96 -1.78 0.14
C -6.34 -3.19 -1.27
H 7.66 -3.11 -0.97
H 6.22 -2.31 -0.31
H 7.78 -1.51 -0.27
H 5.08 -2.43 -2.21
H 5.56 -1.37 -3.57
H 5.41 0.60 -2.20
H 5.08 -0.34 -0.76
H 3.15 -0.86 -2.91
H 2.83 -0.57 -1.23
H 2.37 1.17 -3.40
H 3.76 1.86 -2.64
H 2.66 2.08 -0.50
H 1.71 2.84 -1.78
H 1.05 0.36 -0.25
H 0.36 0.60 -1.86
H -0.77 1.48 0.46
H 0.31 2.84 0.15
H -1.05 2.25 -2.32
H -1.11 3.72 -1.37
H -2.85 2.26 0.08
H -3.35 3.18 -1.31
H -2.35 0.36 -1.69
H -4.01 0.67 -1.08
H -7.25 -0.88 -3.38
H -5.74 -1.71 -3.17
H -4.89 -2.58 0.86
H -4.94 -0.86 0.71
H -4.08 -1.80 -0.50
H -6.77 -3.94 -0.60
H -7.04 -3.10 -2.09
H -5.39 -3.55 -1.69
O 6.05 -0.99 1.74
C 6.87 -0.52 2.45
O 8.12 -1.02 2.61
C 8.90 -0.06 3.34
C 7.82 0.72 4.08
O 6.70 0.59 3.20
H 9.60 -0.56 4.00
H 9.45 0.56 2.64
H 7.57 0.27 5.04
H 8.08 1.77 4.22
O -1.17 -1.88 2.86
C -1.46 -2.93 2.39
O -0.86 -4.10 2.68
C -1.62 -5.16 2.10
C -2.34 -4.45 0.97
O -2.44 -3.11 1.47
H -0.97 -5.96 1.75
H -2.31 -5.56 2.85
H -1.77 -4.44 0.04
H -3.33 -4.86 0.77
O -0.77 4.08 1.99
C -1.84 4.34 2.42
O -2.95 3.58 2.25
C -3.98 4.10 3.10
C -3.55 5.54 3.29
O -2.13 5.45 3.15
H -4.95 4.00 2.62
H -3.98 3.53 4.03
H -3.94 6.20 2.52
H -3.81 5.94 4.27
*
```

=====

# 3
A cluster of 4 separate species, C18H48BF4N3O6 in total at a distorted geometry. Source: OMol25; level of theory: ωB97M-V with the def2-TZVPD basis set.

Properties
Strongest force on any atom = 3.5 eV/Å
Calculated total energy = -1754.08611 Ha
Energy above the lowest of the compared OMol25 structures with the same formula, charge and spin = 5.0685 eV
HOMO energy = -13.40 eV
Molar mass = 489.401 g/mol
LUMO energy = -4.5 eV
Gap between HOMO and LUMO = 8.942 eV

The geometry in ORCA input format:
```
! wB97M-V def2-TZVPD RIJCOSX def2/J DEFGRID3
* xyz 2 1
C -2.17 4.84 -1.14
O -2.00 6.26 -0.83
C -1.45 7.05 -1.94
C 0.08 6.86 -2.23
N 0.87 7.20 -0.86
H 0.50 8.06 -0.48
H 0.62 6.45 -0.23
C 2.48 7.13 -0.84
C 3.13 8.37 -1.56
O 2.74 8.46 -2.91
C 3.43 9.54 -3.53
H -2.52 4.22 -0.32
H -1.24 4.42 -1.52
H -2.92 4.82 -1.93
H -1.54 8.13 -1.90
H -2.09 6.88 -2.80
H 0.32 7.48 -3.09
H 0.30 5.80 -2.41
H 2.79 6.23 -1.36
H 2.74 7.03 0.22
H 4.21 8.38 -1.47
H 2.79 9.28 -1.07
H 4.47 9.32 -3.78
H 3.37 10.47 -2.96
H 3.07 9.70 -4.55
C 6.11 -1.12 4.56
O 4.92 -1.80 4.34
C 4.39 -1.63 3.03
C 3.01 -2.17 2.69
N 2.01 -1.47 3.58
H 2.26 -1.52 4.56
H 2.13 -0.47 3.57
C 0.54 -1.93 3.40
C 0.09 -2.64 4.71
O 1.20 -2.96 5.58
C 0.88 -3.95 6.61
H 6.66 -1.39 5.46
H 6.13 -0.03 4.66
H 6.93 -1.38 3.89
H 5.05 -2.17 2.35
H 4.46 -0.55 2.88
H 2.82 -3.24 2.78
H 2.76 -1.87 1.67
H 0.55 -2.58 2.53
H 0.15 -0.93 3.22
H -0.54 -3.50 4.48
H -0.47 -1.89 5.26
H 0.20 -3.55 7.36
H 1.72 -4.37 7.15
H 0.23 -4.73 6.22
C -3.77 -7.91 -6.01
O -3.29 -7.75 -4.64
C -4.22 -8.14 -3.64
C -3.72 -7.82 -2.20
N -3.42 -6.27 -2.11
H -3.01 -6.06 -1.21
H -2.66 -6.08 -2.75
C -4.60 -5.29 -2.26
C -4.16 -3.78 -1.85
O -2.87 -3.42 -2.31
C -2.50 -2.12 -2.02
H -4.40 -7.07 -6.31
H -4.50 -8.69 -6.24
H -2.87 -8.18 -6.55
H -4.50 -9.19 -3.70
H -5.14 -7.59 -3.85
H -2.81 -8.36 -1.95
H -4.53 -8.07 -1.51
H -5.40 -5.69 -1.64
H -5.05 -5.37 -3.25
H -4.13 -3.86 -0.77
H -4.87 -3.05 -2.25
H -2.38 -1.86 -0.97
H -3.28 -1.55 -2.52
H -1.58 -1.75 -2.49
B 1.50 3.24 2.77
F 2.84 3.46 2.73
F 0.90 4.44 2.90
F 1.05 2.65 1.67
F 1.21 2.59 3.92
*
```